Computed, not measured: 14 unconnected molecules or ions with the total composition C41H86Cl2N10O19 at a distorted geometry, with ωB97M-V with the def2-TZVPD basis set.

```
158
Properties=species:S:1:pos:R:3:forces:R:3:lowdin_charge:R:1
C 5.167508 1.372124 4.766523 -0.1069 -0.5424 0.3248 -0.0927
C 5.363764 0.006242 5.403577 0.9064 0.1293 1.7533 -0.1183
O 5.315334 -0.931445 4.328140 -0.0821 0.6612 -0.0448 0.0609
C 4.825572 -0.281575 3.243934 -0.7200 -0.1331 1.1232 -0.5734
O 4.487761 -0.807299 2.247037 -0.0296 -0.5620 -1.2642 0.1689
O 4.613218 1.022417 3.492874 0.2971 0.3490 0.1291 0.0171
H 6.111510 1.901800 4.635057 -0.1786 0.1677 -0.1159 0.1316
H 4.434471 1.918775 5.356155 0.0606 0.2860 -0.2804 0.1293
H 4.651837 -0.163185 6.215818 -0.6645 -0.4043 -0.7695 0.1169
H 6.309608 -0.076718 5.948562 0.2612 -0.0351 -0.6159 0.1321
C -3.026216 1.387194 -7.573245 -0.6053 0.6090 -0.4148 -0.1221
C -1.519138 1.608337 -7.661000 -1.0693 0.8330 -0.3930 -0.1157
O -1.027139 0.655677 -6.749890 0.4903 -0.0123 -0.0649 0.0699
C -2.006310 0.306521 -5.886399 -0.0368 -0.1909 -1.0539 -0.5883
O -1.826575 -0.367305 -4.943618 0.0473 -0.4722 1.2559 0.1774
O -3.206066 0.765376 -6.310165 0.0898 -0.0171 0.2134 0.0508
H -3.431870 0.778388 -8.381650 0.1511 -0.3719 0.1670 0.1328
H -3.616862 2.303715 -7.578035 0.1783 0.1343 0.0068 0.1235
H -1.266893 2.619512 -7.339127 0.2480 -0.0457 0.1329 0.1328
H -1.198143 1.487439 -8.690735 0.5074 -0.4144 0.1627 0.1353
C 0.993860 1.088336 -3.952425 0.4391 -1.0131 0.0802 -0.1214
C 2.319556 0.707221 -3.300137 -1.1819 -1.2519 0.2575 -0.1246
O 3.239094 1.535170 -3.988392 0.3475 0.0806 -0.1079 0.0728
C 2.581782 2.587090 -4.514766 -0.3891 -0.4688 0.6456 -0.5740
O 3.094930 3.526475 -5.015330 0.2489 0.5220 -0.3594 0.1644
O 1.240427 2.440374 -4.341741 -0.3880 0.1030 -0.2138 0.0509
H 0.113959 0.902784 -3.343542 0.1045 0.7282 0.3561 0.0950
H 0.809969 0.447456 -4.821136 0.2377 0.3753 -0.2552 0.1249
H 2.461649 -0.363338 -3.461812 0.5981 0.2123 -0.2229 0.1359
H 2.377164 0.819679 -2.216877 0.0296 0.5427 -0.1071 0.1076
C 1.070987 2.910853 2.165964 -0.1253 0.3863 0.5591 0.0098
C -0.410081 3.052243 1.911294 -1.3513 -0.9767 -0.7027 -0.4989
O -1.167967 2.066638 1.953408 0.8536 0.8670 0.0448 0.0022
N -0.865142 4.266698 1.504563 1.0522 -0.4502 0.4386 0.0143
C -2.158543 4.473879 0.886838 -0.3113 0.2939 0.1156 -0.0623
H 1.579836 3.867977 2.299081 -0.0307 0.0081 -0.2631 0.0791
H 1.508706 2.355487 1.338419 0.0965 0.0061 -0.0243 0.0740
H 1.221123 2.365358 3.096064 -0.0640 -0.2303 -0.0845 0.0783
H -0.108958 4.902450 1.299280 -0.4020 0.2732 0.0034 0.1275
H -3.001317 4.424226 1.580919 0.2987 -0.2904 0.2485 0.0905
H -2.344122 3.746517 0.094747 0.0219 0.1856 -0.1225 0.0655
H -2.169080 5.503856 0.529754 0.0167 -0.1842 -0.3694 0.0884
C 5.324469 -6.277347 -2.275791 0.9874 -0.0207 -0.9200 -0.0083
C 5.040937 -5.103161 -1.368381 0.3432 -1.0188 -0.3540 -0.5531
O 5.223247 -5.242742 -0.183242 -0.2341 0.2111 0.7310 0.0477
N 4.566586 -3.982155 -1.962607 -0.0070 0.2770 -0.1110 0.0195
C 4.150844 -2.832557 -1.188522 -0.4289 1.0700 -0.3404 -0.0557
H 5.450805 -6.017279 -3.333285 -0.4236 0.1037 0.0738 0.0710
H 4.583665 -7.067148 -2.186915 -0.2349 0.1727 0.1064 0.0837
H 6.287620 -6.718302 -2.010516 -0.1282 0.0363 0.3482 0.0808
H 4.973501 -3.812007 -2.867480 -0.4317 0.0014 -0.1799 0.1293
H 4.317815 -2.985475 -0.127654 0.2476 0.0096 -0.0273 0.0680
H 3.096455 -2.566471 -1.333356 -0.1587 -0.6828 -0.0010 0.0644
H 4.611674 -1.907598 -1.545604 0.5725 -0.2494 0.3143 0.0693
C 0.341503 -4.734340 -1.338233 0.1587 -0.5848 0.4929 0.0045
C -0.931495 -4.606524 -2.119748 -0.0493 -0.0246 0.2265 -0.5787
O -1.605416 -5.593068 -2.354697 -0.3789 -0.4918 -0.2651 0.0303
N -1.324722 -3.379074 -2.491612 0.4199 1.3789 -0.1745 0.0216
C -2.538559 -3.184408 -3.233281 -0.8368 -1.2732 -0.4690 -0.0949
H 1.116769 -5.193918 -1.951766 0.1072 0.3373 -0.1480 0.0850
H 0.146310 -5.488726 -0.572062 -0.0527 0.1262 0.0424 0.0863
H 0.680973 -3.826727 -0.850668 0.1510 0.1848 -0.2487 0.0520
H -0.709338 -2.569895 -2.385699 -0.0870 -0.5195 0.2181 0.0918
H -2.528116 -3.748639 -4.176075 0.2935 0.2896 -0.1067 0.0874
H -2.771601 -2.147204 -3.439595 0.2506 0.1046 0.1974 0.0250
H -3.373264 -3.678247 -2.722761 0.0175 0.3683 0.2661 0.0852
C 5.546402 2.519741 -1.492310 -0.0739 0.8891 0.0657 0.0056
C 4.804457 1.547025 -0.606570 -0.7498 -0.7377 -1.4632 -0.5048
O 4.493191 0.443721 -1.077829 0.2121 0.8372 0.7082 0.0025
N 4.333039 1.948219 0.603801 0.1372 -0.3623 -0.2207 0.0260
C 4.907077 3.034496 1.391521 -0.5388 -0.0039 -1.1572 -0.0762
H 6.208065 3.190777 -0.937987 0.2676 -0.3082 -0.1723 0.0703
H 4.865013 3.203344 -2.019455 -0.3664 -0.1977 0.4356 0.0915
H 6.016269 2.018888 -2.331175 0.3941 -0.3340 0.3618 0.0880
H 3.850879 1.178762 1.057763 0.3071 0.1574 0.3166 0.0978
H 5.947858 2.827090 1.635150 -0.0446 0.1101 0.4532 0.0908
H 4.256634 3.201853 2.239513 0.2836 -0.0404 0.3265 0.0685
H 4.858643 3.931575 0.770711 0.1655 0.1035 0.1721 0.0835
C 4.096964 -4.248476 2.283735 0.0284 0.2555 0.0228 -0.0200
C 4.207346 -4.862594 3.657218 -0.6295 -0.2068 -0.2782 -0.5453
O 3.799967 -5.985084 3.888156 0.0483 -0.3224 0.2744 0.0424
N 4.773613 -4.080968 4.612097 0.0257 0.0991 -0.4121 0.0047
C 4.880533 -4.462836 5.989032 0.4394 0.6385 0.8758 -0.0869
H 3.594546 -3.279430 2.310078 0.2325 0.1529 0.1659 0.0593
H 3.526120 -4.876029 1.606783 0.1172 -0.2763 0.2256 0.0761
H 5.095496 -4.136016 1.857481 -0.1723 0.1432 0.0019 0.0778
H 4.945694 -3.119957 4.367571 0.1137 -0.0165 0.0665 0.0978
H 5.785171 -4.011860 6.411011 0.0297 -0.0527 -0.0987 0.0771
H 4.970211 -5.530145 6.152797 -0.2148 -0.1373 -0.4063 0.0816
H 4.063575 -4.066661 6.601242 -0.1986 -0.2305 -0.1054 0.0804
C 1.590065 -0.798424 0.462362 -0.6234 0.1863 -0.1708 0.0229
C 0.423031 -0.746703 -0.501358 0.4611 0.3071 -0.3780 -0.5229
O 0.525351 -1.308400 -1.588943 -0.0115 -0.3299 -0.3598 -0.0066
N -0.646270 -0.011176 -0.178898 0.1805 0.4944 0.6174 0.0515
C -1.804089 0.169938 -1.026373 0.1651 0.4774 -0.0362 -0.0799
H 2.465895 -0.550075 -0.135722 0.2396 -0.1449 0.2352 0.0577
H 1.658390 -1.817725 0.841106 0.2333 0.0047 0.0221 0.0902
H 1.485772 -0.105027 1.297342 -0.0113 -0.0391 0.0742 0.0614
H -0.592167 0.548736 0.666727 -0.2502 -0.1164 0.0012 0.0881
H -1.572819 -0.116149 -2.051612 -0.1187 -0.5364 0.1342 0.0651
H -2.061931 1.230785 -1.098177 -0.1057 -0.1007 0.4492 0.0639
H -2.650123 -0.366211 -0.600138 -0.1174 -0.1433 -0.3479 0.0612
C -7.167955 4.434545 -0.068210 0.8090 0.3688 -0.2908 -0.0039
C -6.600536 3.275943 0.726953 -0.5869 -0.6962 -0.1100 -0.5533
O -7.176755 2.851992 1.718917 0.3451 0.2132 -0.0242 0.0327
N -5.505156 2.687395 0.185685 0.1099 0.4886 0.2408 0.0159
C -4.777028 1.602790 0.796786 0.8046 -0.3177 -0.2685 -0.0741
H -6.536287 5.319612 0.073974 -0.2162 0.0120 0.3052 0.0815
H -8.183315 4.631782 0.248700 -0.0655 0.0441 -0.0105 0.0787
H -7.098270 4.271410 -1.147774 -0.2605 -0.2797 0.0660 0.0611
H -5.056263 3.124479 -0.606840 -0.0820 -0.0284 -0.0512 0.0727
H -5.358840 1.104801 1.565864 -0.2047 0.0179 -0.1374 0.0890
H -3.808458 1.892588 1.232890 -0.3191 0.3875 0.1419 0.0629
H -4.483561 0.920233 -0.006613 -0.3713 -0.2320 0.2109 0.0266
C -2.556199 -1.034833 2.524435 -0.5449 -1.2123 -0.3465 0.0060
C -2.709893 -1.206178 3.997125 0.7303 1.0614 2.0286 -0.5072
O -2.442531 -0.295369 4.803714 -0.2607 -0.5757 -0.8366 -0.0102
N -3.057266 -2.423178 4.501861 -0.4361 -0.2190 -1.0683 0.0192
C -3.452143 -3.580157 3.702307 -0.1288 0.2383 -0.1598 -0.0802
H -2.660928 -0.017529 2.173087 0.1431 0.2198 0.3373 0.0568
H -3.314339 -1.671966 2.054635 0.1321 0.2321 -0.2917 0.0792
H -1.590648 -1.455151 2.228431 0.0310 0.1640 -0.0414 0.0945
H -3.314364 -2.433967 5.469698 0.1654 0.1955 0.2727 0.1338
H -3.729096 -4.397748 4.361907 0.2962 -0.0505 0.0775 0.0840
H -2.630181 -3.872480 3.049425 -0.0578 -0.2232 0.0757 0.0873
H -4.335402 -3.403092 3.078369 0.0948 0.1944 0.0443 0.0841
C -1.890575 2.875580 -3.434685 -0.0387 -0.3942 -0.6014 0.0282
C -3.345911 3.252311 -3.203157 1.1968 -0.6149 0.9093 -0.5083
O -3.771079 3.296679 -2.046919 -0.2548 0.3643 -0.8850 0.0099
N -4.068058 3.532227 -4.298139 -1.3895 0.6945 0.3795 0.0308
C -5.462848 4.014871 -4.241667 0.9590 -0.1852 -0.5413 -0.0304
H -1.709687 2.477951 -4.439962 -0.0456 0.3718 -0.0035 0.0681
H -1.570568 2.074709 -2.774242 -0.3226 0.2077 0.1889 0.0450
H -1.225035 3.720968 -3.267263 -0.1179 0.1324 -0.0588 0.1014
H -3.735778 3.385576 -5.227871 0.6416 -0.1628 0.0229 0.1125
H -6.122317 3.163876 -4.087474 -0.3259 0.2816 0.0991 0.0593
H -5.621763 4.479282 -5.214610 -0.4066 -0.1695 0.0028 0.0877
H -5.607658 4.800937 -3.508434 0.1120 -0.2114 0.3469 0.0859
C 1.207426 -0.325550 4.526848 -0.7620 -0.6433 -0.0169 0.0160
C 1.231092 0.111757 5.971613 -0.0551 1.2904 0.1068 -0.5328
O 2.238817 0.554625 6.524335 0.2843 -0.5085 -0.1184 0.0121
N 0.029924 0.147118 6.568763 -0.7905 -0.1753 0.0703 0.0160
C -0.237459 0.647400 7.905569 0.5736 -0.4183 0.0702 -0.0600
H 1.976053 0.180882 3.954804 0.1534 -0.0640 -0.0157 0.0581
H 0.215749 -0.145850 4.096829 0.1449 0.3530 -0.0345 0.0682
H 1.293438 -1.413834 4.446251 0.4805 0.0688 0.0889 0.0963
H -0.803515 0.011681 6.013975 0.0485 -0.2979 -0.3082 0.0836
H -1.295988 0.878153 7.971596 0.0132 0.2683 -0.0436 0.0841
H 0.399176 1.505773 8.119990 -0.1809 0.0779 0.0193 0.0810
H -0.035077 -0.118575 8.661075 0.1010 0.0659 -0.0490 0.0837
Cl -8.152846 -0.682242 -2.541290 -0.0022 0.1134 0.1015 0.5682
C -7.267796 0.744032 -3.135450 -0.3554 0.5188 0.0207 -0.6776
C -5.962758 0.339734 -3.763340 0.0563 -0.1303 -0.2763 -0.6401
Cl -4.782564 -0.195542 -2.539888 -0.0030 0.0473 -0.1333 0.6518
H -7.150643 1.465877 -2.326461 0.2359 -0.3155 0.2418 0.0592
H -7.921834 1.252385 -3.846527 0.1010 -0.2744 -0.2751 0.0718
H -5.502584 1.140423 -4.341318 -0.0110 0.1196 0.2154 0.0408
H -6.123694 -0.484549 -4.453428 0.0342 -0.1248 0.0733 0.0711
```
Positions in Å, forces in eV/Å.

Calculated values
Largest force on an atom: 2.40 eV/Å
Orbital gap: 8.4149 eV
Energy relative to the best compared isomer or geometry (same formula, charge and spin): 0.0 kcal/mol
Multiplicity: 1